1.
Molecular formula: C4H3N5
Method: DFT, ωB97M-V with the def2-TZVPD basis set

The geometry in XYZ format:
```
12
Properties=species:S:1:pos:R:3:nbo_charge:R:1
N 4.24068 0.66992 0.55204 -0.2578
C 3.14258 0.86713 0.24490 0.1938
C 1.89282 1.39218 -0.22173 -0.0458
N 0.74809 0.85882 -0.26778 -0.1403
N 0.09772 -0.25751 -0.37194 -0.0531
C -1.09968 -0.67954 0.34584 -0.0315
N 0.08285 -1.53829 0.43692 -0.3720
C -0.02510 -2.71977 -0.13056 0.3863
N -0.29622 -3.74315 -0.60818 -0.3258
H 2.03705 2.43624 -0.24738 0.2245
H -1.38126 -0.08931 1.37211 0.2056
H -1.92030 -1.17122 -0.10616 0.2162
```

Calculated values
SMILES: N#C/C=N\N1CN1C#N
orbital gap: 9.52 eV
LUMO: -0.0226 Ha
electronic energy: -427.78704 Ha
energy above the lowest of the compared OMol25 structures with the same formula, charge and spin: 376.8 kJ/mol

***

2.
Molecular formula: C4H3NO
Method: DFT, ωB97M-V with the def2-TZVPD basis set

The geometry in XYZ format:
```
9
Properties=species:S:1:pos:R:3:nbo_charge:R:1
O 1.68139 0.04008 -0.43225 -0.6561
C 0.41755 0.07749 0.10670 0.1467
C -0.43522 -1.02458 -0.12340 -0.0983
C -1.14317 -1.99072 -0.28889 -0.1635
C -0.13515 1.32734 0.44561 -0.0749
N -0.57941 2.33581 0.97434 -0.2387
H 2.31727 0.20633 0.27741 0.4892
H -0.36525 1.87930 -0.52399 0.3571
H -1.75801 -2.85105 -0.43553 0.2384
```

Calculated values
orbital gap (spin up / spin down): 7.62 / 8.13 eV
LUMO (spin up / spin down): -0.0309 / -0.0025 Ha
electronic energy: -283.98191 Ha
energy above the lowest of the compared OMol25 structures with the same formula, charge and spin: 502.0 kJ/mol

***

3.
Molecular formula: C4H3NO
Method: DFT, ωB97M-V with the def2-TZVPD basis set

The geometry in XYZ format:
```
9
Properties=species:S:1:pos:R:3:nbo_charge:R:1
O -2.63365 1.86180 0.73800 -0.4580
C -1.59985 1.25335 0.58034 0.6286
C -1.19430 -0.06300 -0.27188 -0.2337
C 0.12435 -0.08637 -0.14680 -0.2734
C 0.52049 0.89201 0.85787 0.1431
N -0.43505 1.63246 1.25966 -0.4566
H -1.92156 -0.60829 -0.75381 0.2257
H 0.73659 -0.87048 -0.70273 0.2361
H 1.42537 0.96008 1.25973 0.1882
```

Calculated values
SMILES: O=C1C=CC=N1
orbital gap: 9.07 eV
LUMO: -0.0434 Ha
electronic energy: -284.15095 Ha
energy above the lowest of the compared OMol25 structures with the same formula, charge and spin: 58.2 kJ/mol

***

4.
Molecular formula: C4H3NO
Method: DFT, ωB97M-V with the def2-TZVPD basis set

The geometry in XYZ format:
```
9
Properties=species:S:1:pos:R:3:nbo_charge:R:1
O 1.36335 -1.37037 -0.66951 -0.5922
C 0.71862 -0.36463 -0.13889 0.2565
C 0.33224 0.64053 -1.07880 -0.2456
C -0.10022 1.56053 -1.73784 -0.0898
C -1.08335 -0.50671 2.52426 0.0521
N -1.92371 -0.60560 3.30990 -0.3453
H 1.49046 -1.29686 -1.63731 0.4797
H -0.31622 -0.42576 1.75376 0.2389
H -0.48117 2.36888 -2.32558 0.2459
```

Calculated values
orbital gap: 8.79 eV
LUMO: -0.0364 Ha
electronic energy: -284.02807 Ha
energy above the lowest of the compared OMol25 structures with the same formula, charge and spin: 380.8 kJ/mol

***

5.
Molecular formula: C4H3NO2
Method: DFT, ωB97M-V with the def2-TZVPD basis set

The geometry in XYZ format:
```
10
Properties=species:S:1:pos:R:3:nbo_charge:R:1
O 1.26477 -1.92821 0.76427 -0.4955
C 1.21028 -0.76351 1.08294 0.4105
C 0.60184 0.25294 0.16586 0.0044
C -0.28464 -0.29514 -0.78349 -0.3345
C -1.22246 0.65179 -0.94486 0.1457
O -0.89297 1.75589 -0.24995 -0.2789
N 0.31744 1.49947 0.46305 -0.0720
H 1.37965 -0.43469 2.11809 0.1421
H -0.21406 -1.30537 -1.13427 0.2571
H -2.15985 0.56682 -1.48163 0.2210
```

Calculated values
SMILES: O=Cc1ccon1
orbital gap: 10.22 eV
LUMO: -0.0086 Ha
electronic energy: -359.37040 Ha
energy above the lowest of the compared OMol25 structures with the same formula, charge and spin: 262.4 kJ/mol

***

6.
Molecular formula: C4H3NO2
Method: DFT, ωB97M-V with the def2-TZVPD basis set

The geometry in XYZ format:
```
10
Properties=species:S:1:pos:R:3:nbo_charge:R:1
O -2.36170 0.99374 -1.05214 -0.4665
C -1.69606 -0.00834 -0.98462 0.3985
C -0.38826 -0.09546 -0.25649 0.0321
C 0.36559 0.92169 0.48401 -0.4550
C 1.51558 0.19502 0.68936 0.1681
O 1.46764 -1.06272 0.24546 -0.2795
N 0.25750 -1.21722 -0.39596 -0.0644
H -1.99469 -0.95140 -1.48468 0.1331
H 0.44318 0.73126 1.63566 0.3059
H 2.42781 0.52210 1.17268 0.2278
```

Calculated values
SMILES: O=Cc1ccon1
orbital gap: 9.86 eV
LUMO: -0.0066 Ha
electronic energy: -359.29293 Ha
energy above the lowest of the compared OMol25 structures with the same formula, charge and spin: 465.8 kJ/mol

***

7.
Molecular formula: C4H3NO2
Method: DFT, ωB97M-V with the def2-TZVPD basis set

The geometry in XYZ format:
```
10
Properties=species:S:1:pos:R:3:nbo_charge:R:1
C 1.22628 -0.00363 0.01294 -0.2750
C 0.47395 1.17253 -0.03539 -0.3703
C -0.80807 0.70165 0.06699 0.3726
O -2.21558 0.71558 0.03200 -0.1829
O -2.17819 -0.70640 -0.02494 -0.0479
N -0.75516 -0.62855 0.05566 -0.0744
C 0.48528 -1.10969 0.02980 -0.1110
H 2.25313 -0.12743 0.09512 0.2283
H 0.95786 2.10054 -0.10087 0.2390
H 0.56049 -2.11459 -0.13132 0.2215
```

Calculated values
SMILES: c1cc2oon2c1
orbital gap: 9.53 eV
LUMO: 0.0325 Ha
electronic energy: -359.19141 Ha
energy above the lowest of the compared OMol25 structures with the same formula, charge and spin: 732.4 kJ/mol

***

8.
Molecular formula: C4H3NO2
Method: DFT, ωB97M-V with the def2-TZVPD basis set

The geometry in XYZ format:
```
10
Properties=species:S:1:pos:R:3:nbo_charge:R:1
O -1.74177 2.34262 -0.13671 -0.4392
C -0.80996 1.80468 0.35429 0.4765
C 0.42797 0.63672 0.10483 0.4045
N 1.30157 -0.04123 0.62708 -0.3855
C 0.97396 -1.26255 0.05846 -0.1999
C -0.18077 -1.35737 -0.62201 0.1447
O -0.91572 -0.21680 -0.68262 -0.5359
H -0.17359 2.28309 1.13294 0.1095
H 1.73632 -1.98581 0.28352 0.2205
H -0.61801 -2.20336 -1.11977 0.2047
```

Calculated values
orbital gap: 8.72 eV
LUMO: -0.0202 Ha
electronic energy: -359.27341 Ha
energy above the lowest of the compared OMol25 structures with the same formula, charge and spin: 517.1 kJ/mol

***

9.
Molecular formula: C4H3NO2
Method: DFT, ωB97M-V with the def2-TZVPD basis set

The geometry in XYZ format:
```
10
Properties=species:S:1:pos:R:3:nbo_charge:R:1
N 0.84606 1.66498 -1.94983 -0.2690
C 0.62107 0.83295 -1.18211 0.2723
C 0.35695 -0.17041 -0.15331 -0.5420
C 0.32020 0.46933 1.24489 0.4547
O 0.56423 -0.16824 2.23338 -0.4757
C -0.97632 -0.90236 -0.39293 0.4501
O -1.76110 -0.59093 -1.24434 -0.4601
H 1.15083 -0.92719 -0.13279 0.2879
H 0.02632 1.53534 1.27231 0.1423
H -1.14824 -1.74347 0.30472 0.1395
```

Calculated values
SMILES: N#CC(C=O)C=O
orbital gap: 10.52 eV
LUMO: -0.0136 Ha
electronic energy: -359.41257 Ha
energy above the lowest of the compared OMol25 structures with the same formula, charge and spin: 151.7 kJ/mol

***

10.
Molecular formula: C4H3NO2
Method: DFT, ωB97M-V with the def2-TZVPD basis set

The geometry in XYZ format:
```
10
Properties=species:S:1:pos:R:3:mulliken_spin:R:1
C -0.46427 0.84067 0.93563 0.3972
C -0.87561 1.07159 -0.38445 0.2243
C 0.82782 -1.00676 0.41865 0.3810
C 0.65410 -1.10787 -0.94320 0.1592
N 0.34415 -0.13802 1.27748 0.2570
O 0.89259 -1.66527 -1.93404 0.2524
O -0.51523 0.37203 -1.35672 0.2786
H -0.79791 1.48430 1.73532 0.0211
H -1.54328 1.91802 -0.58492 0.0164
H 1.47765 -1.76869 0.83627 0.0129
```

Calculated values
multiplicity: 3
orbital gap (spin up / spin down): 7.64 / 6.86 eV
expectation value of S²: 2.0101
LUMO (spin up / spin down): 0.0279 / -0.1055 Ha
electronic energy: -359.31553 Ha
energy above the lowest of the compared OMol25 structures with the same formula, charge and spin: 0.0 kJ/mol

***

11.
Molecular formula: C4H3NO3
Method: DFT, ωB97M-V with the def2-TZVPD basis set

The geometry in XYZ format:
```
11
Properties=species:S:1:pos:R:3:nbo_charge:R:1
O 2.35419 -0.04815 0.04197 -0.4911
C 1.12173 -0.17237 -0.00372 0.7147
O 0.33840 -1.35375 0.23521 -0.3636
N -0.98095 -1.42918 -0.16351 -0.0604
C -1.68624 -0.35772 -0.22425 -0.0183
C -1.02984 0.69332 0.54912 -0.0421
O -0.34600 1.87137 0.00130 -0.4007
C 0.23112 0.72127 -0.45534 -0.0401
H -2.86484 -0.45432 -0.40808 0.2381
H -1.02505 0.64512 1.64611 0.2339
H 0.16319 0.75065 -1.51610 0.2295
```

Calculated values
SMILES: O=C1ON=C[C@@H]2O[C@@H]12
orbital gap: 9.98 eV
LUMO: 0.0022 Ha
electronic energy: -434.44908 Ha
energy above the lowest of the compared OMol25 structures with the same formula, charge and spin: 730.6 kJ/mol

***

12.
Molecular formula: C4H3NO3
Method: DFT, ωB97M-V with the def2-TZVPD basis set

The geometry in XYZ format:
```
11
Properties=species:S:1:pos:R:3:nbo_charge:R:1
O -1.78180 -1.32206 0.01142 -0.5829
C -1.31130 -0.19217 -0.00233 0.7817
O -1.89727 1.00580 -0.26024 -0.6539
C 0.12092 0.03541 0.01156 -0.3528
C 1.01348 1.05304 0.25546 -0.0062
N 2.29742 0.53044 -0.12084 -0.1275
O 2.05518 -0.85555 -0.26285 -0.2504
C 0.85844 -1.05196 -0.01169 0.2512
H -2.79031 0.77965 -0.12327 0.4879
H 0.96568 2.05409 0.14562 0.2220
H 0.46956 -2.03670 0.35716 0.2308
```

Calculated values
SMILES: O=C(O)c1cnoc1
orbital gap: 10.55 eV
LUMO: 0.0203 Ha
electronic energy: -434.59755 Ha
energy above the lowest of the compared OMol25 structures with the same formula, charge and spin: 340.8 kJ/mol

***

13.
Molecular formula: C4H3NS
Method: DFT, ωB97M-V with the def2-TZVPD basis set

The geometry in XYZ format:
```
9
Properties=species:S:1:pos:R:3:nbo_charge:R:1
C 0.04716 1.51419 0.35248 0.0362
C 0.88790 1.99446 -0.47016 -0.2805
C -0.46134 0.16579 0.66716 0.2224
C 0.34182 -0.52035 -0.47333 -0.5541
N -1.33350 -0.33537 1.36753 -0.6267
S 1.58470 0.72541 -1.35496 0.3177
H 0.84359 -1.49872 0.00658 0.2460
H -0.23023 -0.75442 -1.43688 0.2563
H -1.68010 -1.29100 1.34156 0.3827
```

Calculated values
orbital gap: 7.76 eV
LUMO: -0.0403 Ha
electronic energy: -606.95885 Ha
energy above the lowest of the compared OMol25 structures with the same formula, charge and spin: 391.6 kJ/mol